[1]
Entry from the Open Molecules 2025 dataset: a structure of composition C35H58F4N2O9S at a distorted geometry (ωB97M-V/def2-TZVPD).

Last column: Mulliken charge in e.
CARTESIAN COORDINATES (ANGSTROEM)
1 S 1.782 3.065 0.895  0.2858
2 F -4.515 7.501 -3.278  -0.2875
3 F -4.025 3.358 0.798  -0.3994
4 F -5.121 6.061 -1.811  -0.2537
5 F -3.301 5.764 -2.929  -0.2436
6 O 3.590 1.768 -4.097  -0.4922
7 O 3.129 -4.058 -5.109  -0.5584
8 O -3.431 7.358 -1.356  -0.3606
9 O -1.591 0.229 1.520  -0.5815
10 O -3.264 -4.357 1.470  -0.4849
11 O 3.225 -0.613 1.416  -0.4144
12 O 3.208 3.486 4.324  -0.4962
13 O -4.543 -8.895 1.660  -0.4247
14 O 2.075 -1.950 -1.722  -0.5146
15 N 0.247 2.863 1.280  -0.5632
16 N 1.741 4.421 0.053  -0.6827
17 C 2.783 3.229 -5.790  -1.2369
18 C -2.005 7.321 -1.375  -0.9993
19 C 4.309 -0.391 1.904  0.7542
20 C -0.406 3.897 0.722  0.8675
21 C -3.013 3.609 2.902  -0.4224
22 C 5.483 -1.311 1.658  -1.0079
23 C -4.063 6.677 -2.329  0.8874
24 C 4.517 5.126 3.209  -1.0095
25 C -4.983 -5.843 0.791  -0.9651
26 C 4.554 0.813 2.781  -0.9482
27 C 3.254 -1.681 -1.678  0.9926
28 C -2.786 3.247 1.445  0.7227
29 C -3.390 -6.347 2.763  -0.9835
30 C -1.186 -0.646 0.783  0.6156
31 C -6.250 -10.422 1.022  -1.1047
32 C -4.649 -10.864 2.987  -1.1079
33 C -1.408 6.139 -0.641  0.8322
34 C 1.284 -2.673 -4.528  -0.9214
35 C 2.788 2.618 -4.410  0.7172
36 C 3.725 -0.254 -1.573  -0.6120
37 C 0.443 4.790 0.021  0.6784
38 C 2.377 -2.636 -6.858  -1.1131
39 C 4.311 -2.756 -1.727  -1.1774
40 C 0.182 -0.537 0.163  -0.3125
41 C 1.747 3.115 -3.436  -0.6272
42 C 3.224 5.615 5.380  -1.2150
43 C -5.092 -9.954 1.868  0.7180
44 C 2.341 -3.209 -5.460  0.8590
45 C 3.609 4.626 4.307  0.8971
46 C -1.810 4.151 0.742  -0.0137
47 C -3.808 2.477 3.586  -1.1899
48 C -2.007 -1.866 0.458  -1.3261
49 C -0.055 5.921 -0.668  -1.2951
50 C -3.825 -5.414 1.657  0.7076
51 C -2.268 5.258 0.070  -0.9324
52 H -3.813 -10.411 3.514  0.2813
53 H 4.337 0.006 -2.437  0.5752
54 H -3.076 -7.302 2.355  0.2520
55 H 4.954 -2.608 -2.596  0.3708
56 H -2.961 -1.813 0.973  0.3142
57 H 3.835 -3.731 -1.804  0.2773
58 H 2.553 -1.560 -6.815  0.2560
59 H 5.843 -1.719 2.603  0.4617
60 H -7.136 -10.560 1.644  0.3329
61 H 4.713 4.319 2.506  0.1300
62 H 4.915 -2.724 -0.819  0.1968
63 H 1.369 -3.162 -3.564  0.1622
64 H 0.746 2.924 -3.827  0.3806
65 H -3.617 4.509 2.986  0.3840
66 H -4.746 -6.778 0.288  0.2312
67 H 0.645 0.387 0.501  -0.2197
68 H -2.507 2.196 1.407  -0.1828
69 H -3.330 5.438 0.096  0.5504
70 H 0.806 -1.375 0.469  0.3406
71 H 3.637 1.386 2.879  0.1277
72 H 2.865 0.409 -1.541  -0.1720
73 H 1.860 2.597 -2.486  -0.0976
74 H 2.696 6.460 4.937  0.3207
75 H 3.181 -3.105 -7.422  0.3167
76 H 5.324 1.444 2.331  0.2890
77 H -5.179 -5.071 0.049  0.3156
78 H 4.878 0.497 3.774  0.4227
79 H 4.306 -0.126 -0.657  -0.0074
80 H 2.572 5.129 6.102  0.3157
81 H 0.587 6.589 -1.225  0.5368
82 H 1.825 3.042 -6.278  0.3342
83 H -4.450 1.989 2.857  0.2822
84 H -2.052 3.702 3.405  0.3594
85 H -6.000 -11.367 0.537  0.3369
86 H 1.421 -1.599 -4.390  0.2033
87 H -1.693 8.212 -0.832  0.3858
88 H -2.184 -1.915 -0.618  0.3456
89 H 0.291 -2.866 -4.940  0.4939
90 H -5.469 -11.020 3.689  0.3329
91 H -1.599 7.417 -2.379  0.4522
92 H -5.875 -5.983 1.404  0.3082
93 H -4.334 -11.827 2.582  0.3339
94 H 0.111 -0.524 -0.924  0.4129
95 H 5.172 -2.132 1.015  0.0573
96 H 3.577 2.785 -6.386  0.3425
97 H 4.117 5.976 5.894  0.3421
98 H 1.870 4.187 -3.271  0.3352
99 H 5.463 5.467 3.632  0.4232
100 H -4.212 -6.507 3.463  0.3046
101 H -3.146 1.706 3.972  0.2582
102 H -2.555 -5.891 3.292  0.3232
103 H 2.948 4.305 -5.723  0.3421
104 H 4.042 5.951 2.677  0.3102
105 H -6.466 -9.678 0.259  0.2737
106 H -1.487 -2.766 0.781  0.3408
107 H 1.429 -2.826 -7.364  0.3300
108 H -4.422 2.853 4.400  0.3932
109 H 6.291 -0.764 1.171  0.3238

Properties
Charge: 0
HOMO level: -8.5335 eV
Frontier orbital gap: 0.3016 Eh
LUMO energy: -0.01202 hartree
Energy relative to the best compared isomer or geometry (same formula, charge and spin): 0.00 kJ/mol

---

[2]
Entry from the Open Molecules 2025 dataset: a cluster of 2 separate species, C3N2O2S in total at a distorted geometry (ωB97M-V/def2-TZVPD).

Last column: Mulliken charge in e.
CARTESIAN COORDINATES (ANGSTROEM)
1 S 2.813 0.972 -0.128  -0.6025
2 O 0.268 -1.936 -1.054  -0.6371
3 O -3.381 1.390 0.404  -0.8308
4 N 1.213 -1.014 1.032  -0.5815
5 N -1.078 0.787 -0.221  -0.5228
6 C -2.200 1.059 0.057  0.3539
7 C 0.779 -1.191 -0.220  0.7136
8 C 1.586 -0.068 0.130  0.1072

Properties
Charge: -2
HOMO level: -0.1470 eV
Frontier orbital gap: 0.2160 Eh
LUMO energy: 0.21056 hartree
Energy relative to the best compared isomer or geometry (same formula, charge and spin): 199.29 kJ/mol

---

[3]
Entry from the Open Molecules 2025 dataset: a structure of composition C12H14BF4IN2Ni at a distorted geometry (ωB97M-V/def2-TZVPD).

Last column: Mulliken spin population.
CARTESIAN COORDINATES (ANGSTROEM)
1 I 1.239 2.053 -2.961  0.1432
2 Ni 1.314 1.680 -0.490  1.4389
3 F 0.545 0.476 3.049  0.0028
4 F -0.175 -1.609 3.675  0.0002
5 F 1.502 -1.409 2.062  0.0000
6 F -0.682 -0.818 1.541  -0.0005
7 N 0.834 -0.683 -1.142  0.0380
8 N -1.081 1.025 -0.999  0.0383
9 C 1.885 -1.457 -0.991  -0.0012
10 C -3.349 1.782 -1.110  -0.0028
11 C -0.522 -2.588 -1.645  0.0034
12 C 0.609 -3.410 -1.482  -0.0019
13 C -3.791 0.507 -1.468  0.0007
14 C 0.544 2.539 0.924  0.3743
15 C -1.467 -0.219 -1.366  0.0265
16 C 1.836 -2.841 -1.139  0.0045
17 C -0.379 -1.200 -1.417  -0.0090
18 C -2.835 -0.503 -1.627  0.0014
19 C 3.091 1.255 -0.416  -0.1723
20 C -1.982 1.989 -0.905  -0.0026
21 B 0.296 -0.856 2.583  0.0030
22 H 3.423 2.260 -0.148  -0.0034
23 H -1.612 2.974 -0.641  0.0038
24 H -1.512 -2.973 -1.911  -0.0004
25 H 0.827 1.855 1.761  0.0536
26 H -4.859 0.334 -1.591  0.0000
27 H -3.107 -1.516 -1.901  -0.0003
28 H 3.483 0.753 -1.283  0.0110
29 H 1.238 3.398 0.894  0.0246
30 H 2.767 -3.389 -0.980  0.0002
31 H 2.783 -0.932 -0.718  -0.0020
32 H -3.995 2.633 -0.960  0.0001
33 H -0.514 2.687 0.827  0.0112
34 H 3.095 0.664 0.543  0.0169
35 H 0.556 -4.492 -1.602  -0.0001

Properties
Charge: 0
HOMO level (spin up / spin down): -9.4971 / -9.4943 eV
Frontier orbital gap (spin up / spin down): 0.2391 / 0.2437 Eh
LUMO energy (spin up / spin down): -0.10991 / -0.10524 hartree
2S+1: 3
<S²>: 2.08
Energy relative to the best compared isomer or geometry (same formula, charge and spin): 431.38 kJ/mol

---

[4]
Entry from the Open Molecules 2025 dataset: a structure of composition C37H43N5ORu (ωB97M-V/def2-TZVPD).

Last column: Mulliken spin population.
CARTESIAN COORDINATES (ANGSTROEM)
1 Ru 1.085 0.389 -0.109  2.2697
2 O 2.183 -1.818 -1.114  0.0445
3 N 1.172 -0.834 1.558  0.4572
4 N 2.997 0.618 0.439  0.1952
5 N -0.995 0.568 -0.343  0.6063
6 N 3.827 1.412 -0.228  0.5126
7 N 1.783 2.086 -1.243  0.0527
8 C -0.168 3.739 3.230  0.0049
9 C 4.186 -2.213 3.251  0.0281
10 C -0.995 -1.530 -1.635  0.1587
11 C 4.828 -0.468 1.699  0.0659
12 C -0.997 -1.388 -4.138  0.0016
13 C 3.165 4.136 -2.522  -0.0101
14 C 3.463 -3.866 -1.487  0.0033
15 C -0.786 -0.823 4.707  -0.0391
16 C -1.652 -0.006 -4.055  0.0039
17 C -2.938 1.203 1.110  0.0864
18 C -3.362 1.900 2.229  -0.0516
19 C -0.739 2.156 1.376  0.2076
20 C -1.626 -0.132 -1.513  -0.1677
21 C 2.492 -1.064 1.984  0.1413
22 C -1.601 1.290 0.658  -0.1513
23 C -4.788 1.754 2.701  0.0017
24 C 1.138 3.012 -1.970  0.0048
25 C -3.152 -0.289 -1.549  0.0033
26 C 3.480 -2.358 -1.441  0.0097
27 C -1.074 -1.604 2.062  0.0540
28 C 5.166 -1.429 2.643  0.0738
29 C -2.122 -1.776 2.953  -0.0338
30 C 2.854 -2.028 2.930  0.0527
31 C -3.175 -0.148 -4.058  0.0024
32 C 1.774 4.043 -2.619  0.1008
33 C -1.985 -1.381 4.277  0.0699
34 C 3.847 3.230 -1.750  0.1016
35 C -2.464 2.717 2.913  0.2200
36 C -1.433 -2.222 -2.931  0.0136
37 C -1.211 0.680 -2.762  0.0195
38 C -2.957 -2.370 -2.927  0.0034
39 C -3.594 -0.981 -2.847  -0.0034
40 C 0.270 -0.668 3.826  0.0894
41 C -1.141 2.859 2.489  0.0446
42 C 3.139 2.221 -1.078  -0.0335
43 C 3.497 -0.296 1.363  -0.0493
44 C 0.133 -1.058 2.489  -0.0591
45 H 4.918 3.272 -1.607  -0.0010
46 H -1.332 0.611 -4.897  0.0004
47 H 2.710 -4.223 -2.190  -0.0006
48 H 3.248 -4.281 -0.498  -0.0006
49 H 2.089 -2.644 3.387  0.0007
50 H -2.798 3.252 3.796  0.0020
51 H -3.637 0.688 -1.478  -0.0031
52 H -0.965 -3.208 -2.969  0.0014
53 H 0.094 -1.447 -1.629  -0.1115
54 H 0.602 3.136 3.715  -0.0042
55 H -1.295 -1.887 -5.064  0.0000
56 H 6.206 -1.571 2.909  0.0037
57 H -3.507 -0.636 -4.979  -0.0005
58 H 3.736 -1.937 -2.411  -0.0007
59 H -1.662 1.676 -2.695  0.0035
60 H 4.207 -1.995 -0.711  -0.0025
61 H -3.645 0.543 0.648  0.0192
62 H 1.196 -0.214 4.156  0.0029
63 H -0.128 0.794 -2.764  0.0027
64 H 3.697 4.927 -3.036  -0.0004
65 H -5.483 2.179 1.973  -0.0033
66 H -3.484 -0.908 -0.711  0.0014
67 H 4.464 -2.971 3.972  0.0052
68 H -4.681 -1.076 -2.826  0.0001
69 H 0.334 4.430 2.552  -0.0023
70 H -3.289 -2.886 -3.832  -0.0003
71 H 4.436 -4.247 -1.800  0.0014
72 H -1.293 -2.146 -0.782  0.0269
73 H -0.674 -0.504 5.736  0.0000
74 H -2.807 -1.506 4.972  0.0019
75 H 1.816 -2.339 -0.388  -0.0126
76 H -0.670 4.324 3.999  -0.0026
77 H -3.648 0.838 -4.025  -0.0004
78 H -4.946 2.264 3.650  -0.0026
79 H 1.195 4.752 -3.194  0.0041
80 H 0.094 -1.290 -4.156  -0.0006
81 H 0.273 2.315 1.021  -0.0380
82 H 0.067 2.908 -2.028  0.0071
83 H -5.052 0.703 2.831  -0.0018
84 H -3.049 -2.219 2.610  0.0019
85 H -3.272 -2.980 -2.074  0.0002
86 H -1.168 -1.906 1.029  -0.0128
87 H 5.575 0.149 1.219  0.0087

Properties
Charge: +1
HOMO level (spin up / spin down): -9.3288 / -10.8604 eV
Frontier orbital gap (spin up / spin down): 0.2750 / 0.2294 Eh
LUMO energy (spin up / spin down): -0.06787 / -0.16970 hartree
2S+1: 6
<S²>: 8.82
Energy relative to the best compared isomer or geometry (same formula, charge and spin): 0.00 kJ/mol

---

Please write out number 3 again, unchanged.
Entry from the Open Molecules 2025 dataset: a structure of composition C12H14BF4IN2Ni at a distorted geometry (ωB97M-V/def2-TZVPD).

Last column: Mulliken spin population.
CARTESIAN COORDINATES (ANGSTROEM)
1 I 1.239 2.053 -2.961  0.1432
2 Ni 1.314 1.680 -0.490  1.4389
3 F 0.545 0.476 3.049  0.0028
4 F -0.175 -1.609 3.675  0.0002
5 F 1.502 -1.409 2.062  0.0000
6 F -0.682 -0.818 1.541  -0.0005
7 N 0.834 -0.683 -1.142  0.0380
8 N -1.081 1.025 -0.999  0.0383
9 C 1.885 -1.457 -0.991  -0.0012
10 C -3.349 1.782 -1.110  -0.0028
11 C -0.522 -2.588 -1.645  0.0034
12 C 0.609 -3.410 -1.482  -0.0019
13 C -3.791 0.507 -1.468  0.0007
14 C 0.544 2.539 0.924  0.3743
15 C -1.467 -0.219 -1.366  0.0265
16 C 1.836 -2.841 -1.139  0.0045
17 C -0.379 -1.200 -1.417  -0.0090
18 C -2.835 -0.503 -1.627  0.0014
19 C 3.091 1.255 -0.416  -0.1723
20 C -1.982 1.989 -0.905  -0.0026
21 B 0.296 -0.856 2.583  0.0030
22 H 3.423 2.260 -0.148  -0.0034
23 H -1.612 2.974 -0.641  0.0038
24 H -1.512 -2.973 -1.911  -0.0004
25 H 0.827 1.855 1.761  0.0536
26 H -4.859 0.334 -1.591  0.0000
27 H -3.107 -1.516 -1.901  -0.0003
28 H 3.483 0.753 -1.283  0.0110
29 H 1.238 3.398 0.894  0.0246
30 H 2.767 -3.389 -0.980  0.0002
31 H 2.783 -0.932 -0.718  -0.0020
32 H -3.995 2.633 -0.960  0.0001
33 H -0.514 2.687 0.827  0.0112
34 H 3.095 0.664 0.543  0.0169
35 H 0.556 -4.492 -1.602  -0.0001

Properties
Charge: 0
HOMO level (spin up / spin down): -9.4971 / -9.4943 eV
Frontier orbital gap (spin up / spin down): 0.2391 / 0.2437 Eh
LUMO energy (spin up / spin down): -0.10991 / -0.10524 hartree
2S+1: 3
<S²>: 2.08
Energy relative to the best compared isomer or geometry (same formula, charge and spin): 431.38 kJ/mol